Entry 1:
15
Properties=species:S:1:pos:R:3 method="wB97M-V/def2-TZVPD" total_charge=0 gap_ev=9.64 molar_mass_g_mol=179.95 relative_energy_kcal_mol=4.9 e_lumo_ev=-0.8
K -5.357 -0.809 -18.735
F -7.752 -0.003 -18.057
F -9.480 0.133 -19.498
F -8.602 -1.794 -19.040
F -9.808 -0.851 -17.483
O -3.072 0.409 -17.981
O -5.793 1.269 -20.582
O -5.620 -2.627 -16.634
B -8.909 -0.611 -18.466
H -2.475 0.074 -18.651
H -5.048 -3.017 -15.973
H -5.222 2.020 -20.741
H -6.675 1.596 -20.760
H -6.397 -2.351 -16.147
H -2.522 0.960 -17.424

=====

Entry 2:
270
Properties=species:S:1:pos:R:3 method="wB97M-V/def2-TZVPD" total_charge=0 smiles=CC1(C)CCCC(C)(C)N1O.CC1(C)CCCC(C)(C)N1O.CC1(C)CCCC(C)(C)N1O.CC1(C)CCCC(C)(C)N1O.CC1(C)CCCC(C)(C)N1O.CC1(C)CCCC(C)(C)N1O.CC1(C)CCCC(C)(C)N1O.CC1(C)CCCC(C)(C)N1O.CC1(C)CCCC(C)(C)N1O gap_ev=8.22 molar_mass_g_mol=1415.31 relative_energy_kcal_mol=272.1 e_lumo_ev=0.4
O 7.738 -4.554 -0.830
O -0.371 -0.013 -0.939
O -5.374 5.982 5.381
O 0.879 -5.826 2.861
O 0.364 5.497 -2.736
O 2.121 -3.018 -6.429
O -6.849 -1.511 1.278
O 6.045 5.921 2.941
O -4.903 -2.058 3.263
N -4.491 -3.104 4.021
N 6.081 5.879 1.467
N 6.312 -4.838 -0.755
N 2.606 -1.702 -6.737
N 0.904 5.490 -4.003
N -0.065 0.889 0.091
N -7.909 -0.747 0.601
N -5.628 5.456 4.144
N 2.182 -6.294 3.099
C 1.191 1.278 2.264
C -1.014 7.111 -4.864
C 6.505 -7.084 0.390
C -5.847 4.902 1.250
C -9.083 -1.612 0.229
C 2.360 -5.112 5.325
C 1.745 3.212 -3.970
C 2.255 -7.767 3.246
C -2.434 -1.914 4.785
C 3.231 0.549 -5.842
C -2.570 -4.516 5.051
C -8.598 1.152 -0.927
C 1.024 5.512 -6.865
C 4.349 -6.215 -0.720
C 0.859 4.180 -4.687
C 7.434 5.459 -0.459
C -6.838 -3.878 4.592
C -8.086 5.394 4.330
C -6.176 -0.080 -1.148
C 1.180 -8.471 4.068
C -6.897 5.793 3.439
C 1.252 7.980 -3.898
C -0.658 2.681 1.583
C 2.057 -0.105 0.500
C -0.557 3.582 -4.752
C 7.433 5.519 1.058
C -5.010 -5.302 5.150
C 5.966 -6.194 -0.798
C 3.594 -1.671 -7.829
C -9.781 -2.088 1.498
C -5.734 -4.884 2.741
C 4.356 -7.383 4.635
C 4.405 3.991 1.108
C 0.733 0.257 1.229
C -3.503 6.495 3.149
C 8.411 6.629 1.399
C -7.029 7.263 3.182
C -2.371 -3.458 2.795
C 5.457 -3.695 -1.279
C -1.168 1.743 0.511
C 5.883 -3.433 -2.726
C -2.527 0.904 0.976
C 4.812 5.429 0.812
C 2.078 -8.204 1.720
C 5.805 -2.457 -0.455
C -6.682 1.320 0.828
C 3.067 -5.343 3.917
C -5.433 -4.282 4.092
C -1.562 2.654 -0.653
C -4.315 5.193 3.418
C -7.097 4.895 2.192
C 3.628 -8.313 3.698
C 1.505 4.292 -6.143
C -3.443 4.389 4.367
C 1.170 6.842 -6.085
C 6.379 -6.836 -2.163
C 4.303 0.627 -6.989
C -0.015 1.981 2.791
C 3.867 -3.897 -1.296
C -9.484 0.163 -1.645
C -3.574 -5.751 5.037
C 0.242 -0.948 2.032
C 3.424 6.170 1.203
C 3.720 -1.447 -4.476
C -2.993 -3.254 4.154
C 3.839 -0.120 -8.137
C 7.997 4.124 1.683
C 3.626 -5.348 -1.672
C 4.424 -5.907 4.072
C 6.267 4.785 -1.053
C 0.537 6.797 -4.670
C -8.638 -2.793 -0.677
C -10.127 -0.720 -0.594
C 2.697 -0.853 -5.547
C -4.566 4.361 2.020
C -7.334 0.395 -0.216
C 3.176 -3.986 3.122
C 2.940 -2.342 -9.041
C 1.284 -0.739 -4.927
C 4.988 5.543 -0.681
C 4.871 -2.369 -7.511
H -0.594 -0.887 2.729
H 8.127 7.595 0.983
H -5.015 -2.397 2.372
H 6.916 -3.666 -2.987
H -1.648 -5.055 4.835
H -2.486 6.238 2.850
H -7.203 -3.154 3.864
H 2.588 4.198 -6.215
H -2.631 -1.723 5.840
H -8.290 6.106 5.130
H 5.543 -1.775 -6.891
H 3.760 1.070 -5.044
H 5.227 -1.627 -0.861
H 3.459 3.556 0.788
H -7.171 7.976 3.995
H 3.077 -4.736 6.055
H -0.001 5.453 -7.230
H -3.316 -6.348 5.912
H 2.409 1.068 -6.336
H -0.558 5.484 -3.002
H -3.451 4.850 5.355
H -3.372 -6.380 4.169
H 2.035 -1.830 -9.367
H 4.952 6.565 -1.059
H -6.573 -0.724 -1.933
H 3.952 -7.203 -0.952
H 0.327 2.762 3.470
H -10.739 -2.513 1.200
H 3.369 -3.296 -2.058
H -10.773 -0.159 0.083
H 2.915 -0.187 1.166
H -1.470 6.675 -3.976
H 4.769 -1.505 -4.764
H -5.863 0.878 1.395
H -9.974 -1.274 2.197
H -8.018 5.056 1.632
H -7.395 1.546 1.621
H -6.564 -5.589 2.790
H -0.064 3.552 1.308
H -5.976 4.412 0.285
H 4.490 1.631 -7.368
H 4.263 3.806 2.173
H 5.407 -3.977 -3.542
H 3.478 -2.465 -4.169
H 3.700 7.224 1.172
H 5.204 3.253 1.035
H -3.744 4.373 1.304
H -0.718 1.328 3.309
H 6.348 -6.550 1.327
H 2.042 -9.291 1.789
H -9.114 1.786 -0.206
H 4.031 -7.287 5.671
H 2.507 0.624 -0.174
H 7.867 -4.285 0.082
H -2.425 -4.248 6.098
H -2.693 -1.028 4.206
H 1.585 0.782 3.151
H -3.951 7.067 2.337
H 1.028 -9.540 3.921
H -4.880 -5.471 2.403
H 5.581 -2.407 -2.939
H 1.923 -1.066 0.003
H 1.119 -1.610 -4.293
H 5.935 -7.831 -2.181
H 0.984 -1.328 2.734
H 3.361 -3.563 -0.390
H 2.926 0.315 -8.545
H -6.345 2.231 0.333
H -7.691 7.525 2.356
H 4.032 -5.766 0.222
H 0.627 8.861 -4.047
H 1.412 -8.310 5.121
H -5.739 -6.109 5.078
H 2.248 6.997 -6.123
H -10.275 0.650 -2.214
H -8.147 -2.669 -1.642
H -5.593 5.922 0.962
H 3.825 -5.584 -2.717
H -6.145 7.523 2.601
H 5.361 -7.784 4.772
H -8.015 4.508 4.960
H -5.654 5.210 5.877
H -5.420 -0.504 -0.489
H -1.381 -3.049 2.591
H 0.562 -0.626 -5.735
H 7.465 -6.915 -2.227
H 4.177 4.897 -1.017
H 9.028 3.869 1.436
H -7.992 -3.548 -0.229
H 6.420 4.688 -2.128
H -9.278 -2.923 1.986
H -1.508 3.141 2.087
H 8.170 4.754 -0.846
H -2.235 3.439 -0.309
H 2.040 -5.991 5.885
H 7.922 4.163 2.770
H 1.271 3.462 -6.810
H -4.609 3.286 2.193
H 2.692 5.912 0.438
H -2.053 2.118 -1.465
H -2.866 0.178 0.238
H -5.870 -4.072 2.027
H 2.220 -3.492 3.296
H 3.901 -3.406 3.692
H 5.962 -8.029 0.431
H 4.935 -5.808 3.115
H 0.224 -7.981 3.888
H 4.730 -3.353 -7.062
H -7.379 3.872 2.441
H -3.751 3.387 4.665
H -0.678 3.117 -1.094
H 1.178 -7.816 1.242
H -6.768 -3.381 5.560
H 0.335 0.082 -1.582
H -2.474 -4.467 2.394
H 4.166 -8.900 2.953
H 9.426 6.347 1.121
H -2.412 4.333 4.019
H -2.217 0.216 1.762
H -5.700 0.801 -1.580
H 6.092 -6.227 -3.020
H 3.416 -9.185 4.317
H 1.256 0.088 -4.217
H 1.626 5.545 -7.773
H 5.473 -2.704 0.553
H 2.828 5.940 2.087
H 1.512 -4.439 5.196
H -3.370 1.526 1.279
H -9.517 -3.336 -1.027
H 1.295 7.894 -2.812
H 6.869 -2.292 -0.283
H 1.953 1.933 1.840
H 2.927 -7.721 1.235
H -2.847 -2.731 2.137
H -8.139 1.844 -1.633
H 5.444 -2.581 -8.413
H -10.859 -1.357 -1.089
H 5.340 0.491 -6.681
H -9.098 -0.455 -2.456
H 7.515 -7.355 0.083
H 7.595 6.478 -0.811
H -7.015 -1.208 2.174
H -3.532 7.112 4.047
H 3.432 -4.027 2.063
H 1.329 3.028 -2.979
H 5.809 6.847 3.031
H 7.361 3.282 1.410
H -1.372 -1.944 4.543
H 3.855 -0.771 -3.632
H -1.446 6.579 -5.712
H -1.334 4.228 -5.162
H 0.955 -5.744 1.907
H 4.478 0.085 -8.997
H -8.978 5.315 3.708
H -1.375 8.125 -4.691
H 0.669 7.572 -6.721
H 1.615 2.245 -4.457
H -5.220 -4.817 6.103
H 3.721 -2.244 -9.795
H -0.503 2.649 -5.312
H 8.499 6.649 2.486
H 2.266 8.090 -4.283
H 2.550 -5.518 -1.637
H 1.167 -2.962 -6.513
H 2.793 3.512 -3.963
H -0.979 3.436 -3.757
H -7.469 -4.751 4.759
H 2.894 -3.430 -8.989
H 6.230 3.763 -0.677
H -0.107 -1.719 1.345
H 4.899 -5.217 4.769

=====

Entry 3:
13
Properties=species:S:1:pos:R:3 method="wB97M-V/def2-TZVPD" total_charge=0 smiles="[H]/N=C/OCCC#N" gap_ev=11.32 molar_mass_g_mol=98.10 relative_energy_kcal_mol=75.2 e_lumo_ev=0.6
O -0.304 0.976 1.094
N 0.502 -1.443 -2.373
N 1.809 1.727 0.776
C -0.853 -0.943 -0.267
C -1.227 0.493 0.106
C 0.048 -1.011 -1.404
C 1.062 0.718 0.894
H -0.401 -1.556 0.525
H 1.771 -0.412 0.818
H -1.684 -1.556 -0.611
H -1.192 1.161 -0.774
H 2.730 1.297 0.740
H -2.262 0.548 0.476

=====

Entry 4:
20
Properties=species:S:1:pos:R:3 method="wB97M-V/def2-TZVPD" total_charge=+1 gap_ev="7.27 / 6.93" molar_mass_g_mol=222.13 relative_energy_kcal_mol=72.9 e_lumo_ev="-4.9 / -5.1"
Br 3.438 0.044 0.225
S -0.466 2.084 -0.057
N -2.971 1.296 0.429
N -1.315 -0.377 0.968
C 1.102 1.605 -0.110
C -1.650 0.825 0.434
C 0.997 -0.688 -1.250
C 0.701 -1.637 -0.035
C -0.276 -1.204 1.042
C 1.769 0.490 -0.812
H -3.614 0.817 -0.086
H 0.445 -2.511 -0.604
H 1.659 -1.227 -1.793
H 1.684 2.430 0.319
H 0.187 -0.450 -1.885
H -0.062 -1.875 1.975
H -3.326 2.036 0.962
H 1.627 -1.921 0.446
H 2.157 0.807 -1.699
H -2.088 -0.544 1.532

=====

Entry 5:
17
Properties=species:S:1:pos:R:3 method="wB97M-V/def2-TZVPD" total_charge=0 smiles="CNC(N)=O.O.O" gap_ev=9.94 molar_mass_g_mol=110.11 relative_energy_kcal_mol=47.3 e_lumo_ev=0.1
O -0.237 -2.325 -1.865
O -1.576 0.506 2.293
O 2.321 -0.669 -1.669
N 0.038 -1.224 1.578
N -0.101 1.015 0.713
C -0.878 2.206 0.178
C -0.548 0.092 1.616
H -1.890 1.929 0.063
H 2.539 0.250 -1.325
H -0.421 2.441 -0.780
H 1.742 -1.226 -1.126
H -0.066 -1.718 2.343
H -0.736 3.155 0.720
H -0.127 -1.359 -1.998
H 0.459 -1.559 0.747
H -1.179 -2.172 -1.480
H 0.660 0.659 -0.007

=====

Entry 6:
15
Properties=species:S:1:pos:R:3 method="wB97M-V/def2-TZVPD" total_charge=+1 gap_ev="5.99 / 5.99" molar_mass_g_mol=264.41 relative_energy_kcal_mol=52.1 e_lumo_ev="-7.0 / -7.0"
Cl -2.580 -3.407 -1.298
Cl -2.726 -1.479 -3.538
Cl 1.775 -1.249 -1.343
F 0.060 -2.059 1.369
F -1.929 -1.639 1.522
F 0.280 0.541 2.877
F -1.485 -3.737 -3.469
O -0.672 -0.838 -0.843
O -0.752 -0.368 2.735
C -0.444 -0.169 0.357
C -2.211 -2.866 -2.818
C -0.765 -1.050 1.521
C 0.136 -1.369 -1.604
H 0.575 0.139 0.248
H -1.147 0.749 0.267